Molecular formula: C18H54O9S9
Method: DFT, the ωB97M-V functional and the def2-TZVPD basis

XYZ file:
```
90
Properties=species:S:1:pos:R:3:lowdin_charge:R:1
C -2.515 4.060 0.681 -0.2684
S -3.956 3.147 -0.033 0.8718
O -3.764 3.341 -1.532 -0.6026
C -3.298 1.374 0.257 -0.2309
H -1.610 3.453 0.684 0.0090
H -2.590 4.395 1.716 0.0436
H -2.376 4.983 0.118 0.0483
H -3.251 1.297 1.343 0.0467
H -2.309 1.255 -0.186 0.0120
H -4.049 0.671 -0.102 0.0402
C 0.720 -4.280 4.233 -0.2439
S -0.633 -3.848 5.418 0.8112
O -1.540 -2.931 4.640 -0.5746
C -1.458 -5.444 5.562 -0.2681
H 1.408 -4.906 4.801 0.0464
H 1.304 -3.380 4.045 0.0293
H 0.429 -4.647 3.248 0.0548
H -2.409 -5.280 6.069 0.0545
H -0.799 -6.212 5.965 0.0546
H -1.618 -5.730 4.522 0.0461
C -0.144 -0.412 1.917 -0.2070
S -0.245 -1.082 0.169 0.8748
O -1.748 -0.980 -0.180 -0.6002
C 0.530 0.434 -0.597 -0.2586
H -0.675 0.532 1.791 0.0157
H 0.927 -0.217 1.960 0.0233
H -0.464 -1.152 2.651 0.0419
H 0.013 1.276 -0.137 0.0146
H 0.442 0.405 -1.684 0.0313
H 1.604 0.438 -0.410 0.0376
C 4.442 0.529 2.801 -0.2637
S 3.956 -0.937 3.712 0.8050
O 5.175 -1.848 3.802 -0.5729
C 3.717 -0.136 5.384 -0.2394
H 4.929 1.134 3.566 0.0491
H 3.571 1.036 2.384 0.0229
H 5.042 0.230 1.941 0.0570
H 3.110 0.759 5.248 0.0414
H 4.679 0.102 5.838 0.0561
H 3.085 -0.665 6.097 0.0441
C 5.400 0.236 -2.474 -0.2348
S 3.810 0.683 -3.378 0.8886
O 2.841 -0.154 -2.519 -0.6072
C 3.577 2.487 -2.964 -0.2380
H 5.352 -0.794 -2.120 0.0477
H 5.706 0.881 -1.650 0.0424
H 6.201 0.275 -3.212 0.0321
H 4.527 2.995 -3.130 0.0445
H 3.264 2.597 -1.926 0.0274
H 2.875 3.105 -3.525 0.0297
C -1.771 -1.008 -3.682 -0.2502
S -3.423 -0.322 -3.132 0.8403
O -4.340 0.186 -4.266 -0.5773
C -4.057 -2.043 -2.809 -0.2356
H -2.041 -1.748 -4.436 0.0370
H -1.219 -1.524 -2.897 0.0351
H -1.119 -0.360 -4.268 0.0118
H -5.128 -1.850 -2.859 0.0430
H -3.715 -2.374 -1.828 0.0306
H -3.687 -2.760 -3.541 0.0303
C 1.004 5.099 2.782 -0.2808
S 1.513 3.477 2.234 0.8417
O 0.350 2.518 2.177 -0.5692
C 1.654 3.838 0.434 -0.2261
H 0.812 5.130 3.855 0.0557
H 0.257 5.602 2.169 0.0554
H 1.745 5.886 2.642 0.0564
H 1.798 2.835 0.032 0.0114
H 2.552 4.429 0.252 0.0597
H 0.687 4.200 0.084 0.0498
C -3.169 -5.948 -1.983 -0.2584
S -1.508 -5.280 -2.304 0.8369
O -1.738 -4.153 -3.270 -0.5638
C -1.257 -4.560 -0.664 -0.2688
H -3.741 -6.263 -2.856 0.0598
H -3.702 -5.246 -1.341 0.0476
H -3.038 -6.805 -1.323 0.0428
H -1.429 -5.244 0.168 0.0565
H -1.933 -3.707 -0.719 0.0278
H -0.258 -4.182 -0.451 0.0376
C -1.944 2.639 -4.978 -0.2199
S -0.257 2.336 -4.263 0.8493
O 0.635 3.433 -4.904 -0.6031
C -0.693 3.009 -2.601 -0.2549
H -1.803 2.775 -6.051 0.0502
H -2.326 3.590 -4.607 0.0608
H -2.607 1.783 -4.852 0.0123
H -0.616 4.096 -2.591 0.0635
H 0.037 2.700 -1.852 -0.0009
H -1.707 2.738 -2.309 0.0206
```

Calculated values
- E: -135476.3845 eV
- Energy above the lowest of the compared OMol25 structures with the same formula, charge and spin: 242.6 kJ/mol
- M: 703.22 g mol⁻¹
- Frontier orbital gap: 8.05 eV
- Total charge: 0
- Maximum force: 0.05508 hartree/bohr